This record from the Open Molecules 2025 dataset describes the molecule C5H8N2. The level of theory is ωB97M-V/def2-TZVPD.

Atoms and positions in Å:
1 C 1.608 -0.322 -0.824
2 C 0.591 0.269 0.130
3 C -0.239 1.519 -0.294
4 N -1.464 0.743 -0.061
5 C -0.742 -0.422 0.158
6 C -1.097 -1.641 0.488
7 N -1.341 -2.362 1.488
8 H 1.144 -0.509 -1.798
9 H 2.473 0.336 -0.951
10 H 1.955 -1.284 -0.431
11 H 1.006 0.351 1.145
12 H -0.082 1.807 -1.336
13 H -0.160 2.389 0.365
14 H -2.314 0.776 -0.601
15 H -1.235 -1.665 2.242

Output
LUMO ... 0.0354 Eh
Relative energy (zero: lowest compared OMol25 entry of this formula, charge and spin) ... 3.427 eV
Electronic energy ... -304.7096 a.u.
SMILES string ... C[C@H]1CNC1=C=N
HOMO energy ... -7.54 eV

These are the Mulliken partial charges, in e, on atoms 1 to 8:
1. C -1.413
2. C 0.541
3. C -0.536
4. N -0.302
5. C -0.246
6. C 0.215
7. N -0.642
8. H 0.356


This record from the Open Molecules 2025 dataset describes a cluster of 2 separate species, C4H12 in total. The level of theory is ωB97M-V/def2-TZVPD.

Atoms and positions in Å:
1 C -1.842 -1.322 -0.575
2 C -2.263 -0.832 0.741
3 H -0.768 -0.993 -0.749
4 H -1.998 -2.461 -0.766
5 H -2.335 -0.865 -1.467
6 H -3.261 -1.340 0.970
7 H -1.662 -1.272 1.546
8 H -2.358 0.238 0.790
9 C 1.276 1.293 -0.112
10 C 2.822 0.873 0.040
11 H 0.565 0.374 0.165
12 H 1.310 2.219 0.391
13 H 1.091 1.621 -1.186
14 H 2.832 -0.189 0.118
15 H 3.317 1.232 -0.872
16 H 3.273 1.424 0.967

Output
LUMO ... 0.0413 Eh
Relative energy (zero: lowest compared OMol25 entry of this formula, charge and spin) ... 1.238 eV
Electronic energy ... -159.5395 a.u.
SMILES string ... CC.CC
HOMO energy ... -11.17 eV

These are the Mulliken partial charges, in e, on atoms 1 to 8:
1. C -0.624
2. C -0.824
3. H 0.120
4. H 0.248
5. H 0.254
6. H 0.301
7. H 0.261
8. H 0.293